1.
C99H214N10O13 | ωB97M-V with the def2-TZVPD basis set

```
336
Properties=species:S:1:pos:R:3:forces:R:3
O 2.71352 2.67551 8.20510 0.4 -0.6 -0.3
O 5.56432 -6.22798 -4.54461 0.1 0.8 1.8
O -4.83301 5.33080 3.07677 0.7 -0.9 1.9
O 4.79536 5.60226 0.00657 -1.5 -0.2 -0.1
O -0.45098 -6.32507 -2.97934 -1.1 0.3 0.6
O -2.21414 -0.91112 -4.96798 2.1 0.1 0.2
O -1.89832 -4.81436 6.99625 -1.3 -0.2 0.0
O 3.12117 -2.47825 1.18451 1.8 0.2 0.0
O -7.09670 -4.01681 0.96227 0.3 -1.3 0.1
O 4.77323 2.41542 -2.36680 -0.2 -1.9 -0.1
O 0.13086 -1.21494 1.69236 0.2 -0.9 0.8
O -5.29273 6.39902 0.28455 -0.9 1.3 -0.9
O 2.75513 2.79531 -4.24742 -1.2 1.2 0.9
N 4.85035 -6.10332 -3.27960 1.2 -0.6 -0.7
N -3.60172 5.88442 3.56787 0.8 -0.4 -0.4
N -3.58066 -1.03924 -5.10719 -1.5 -1.6 0.8
N 2.43816 2.30758 -5.50724 0.1 -1.4 -0.7
N 2.14277 1.80179 7.19456 -1.1 1.5 0.6
N 4.19380 -2.27864 2.19200 -0.7 0.2 -2.1
N 3.76327 5.33724 -0.97753 0.5 0.1 -0.6
N -1.97701 -3.53380 6.37007 0.8 0.4 0.1
N -0.82523 -1.19062 0.65630 -0.2 0.4 -1.0
N -7.12355 -2.85367 0.17325 -0.1 0.6 0.0
C -3.09446 3.62150 4.71007 0.4 1.4 -0.4
C -1.02334 -2.65905 7.10766 -0.7 2.0 -0.6
C -0.94742 -1.30106 6.28682 -0.8 -0.5 1.0
C 0.10855 3.25233 7.24753 0.0 -0.2 0.3
C 3.93445 -4.96384 -3.28334 -0.1 0.9 -0.2
C -3.10588 -2.92517 -6.79114 0.0 -0.1 1.2
C 0.64289 1.90668 5.27535 -0.2 0.7 1.3
C 2.41475 5.04623 -0.36298 0.5 0.3 0.7
C -1.52204 6.59272 5.52043 0.7 0.5 -2.5
C 4.01858 7.81792 -1.40967 -2.0 -0.7 -1.5
C -1.61738 -2.40997 8.53315 0.6 -2.6 -1.5
C 5.44493 0.11339 -2.74459 -0.3 -0.7 -0.2
C -6.45625 -1.85373 1.05874 -1.0 0.3 -0.9
C 1.96678 6.13534 0.74105 0.2 -2.2 -0.2
C -0.22224 -1.75047 -0.57031 0.9 -0.9 -1.0
C -3.88981 6.91823 4.57257 2.4 -1.7 0.4
C 3.17521 0.96148 6.56139 -1.3 0.0 0.1
C 2.47509 0.26515 5.38228 0.6 -2.2 0.1
C -1.12611 -1.49876 -1.76691 -0.6 -1.8 -0.2
C 1.30066 2.75773 6.38940 0.0 0.6 -0.1
C 3.94280 -7.20368 -1.36893 0.5 1.2 0.9
C 4.00679 3.77239 -6.50467 1.1 -0.5 -1.1
C -6.63786 -1.72221 -1.94412 -0.7 -0.2 -0.1
C -1.81058 -3.74371 4.89813 0.1 -2.3 0.7
C -4.04549 0.08541 -5.87981 -0.2 0.2 -0.2
C -0.00231 -3.24678 -0.29807 -0.6 1.2 2.2
C 3.20760 -4.01054 3.43776 3.2 -1.1 0.6
C -6.48239 -0.50739 0.31515 0.4 0.2 -1.5
C 1.72690 4.62906 -6.19448 1.0 0.3 -1.3
C 2.25003 2.84743 -7.89936 1.3 -0.3 -2.1
C -3.87257 -2.43151 -5.53888 0.4 -0.5 -0.1
C 5.19483 -1.36101 1.55633 -1.2 0.4 0.0
C -4.65162 7.89862 3.82779 -1.2 1.0 -1.7
C 4.85984 -4.64952 1.54944 0.3 -1.6 0.5
C -1.95424 -2.42003 4.26272 1.3 1.4 1.1
C -3.95052 1.32264 -4.97780 -0.2 0.5 0.9
C -4.25801 6.42357 -2.00595 -0.8 2.3 1.0
C -1.39883 -6.58935 -0.73251 -1.8 2.1 0.3
C -1.55610 -6.86180 -2.20183 -0.6 0.4 -0.5
C -0.80104 -1.51218 4.80167 -1.1 0.2 -0.1
C -5.88612 -1.46509 -6.69618 0.5 -1.0 -0.1
C -0.05822 2.32762 -4.84086 0.2 -1.4 -0.7
C -2.58987 4.82612 3.81364 -2.1 -0.4 1.6
C 5.72012 -3.42748 3.54493 -0.6 0.3 1.5
C -1.35229 0.19266 0.59504 0.0 -0.4 1.8
C 3.92889 6.38270 -2.06851 1.1 0.8 2.6
C 3.61788 -0.10670 7.55371 0.3 -1.4 -0.7
C 2.03257 4.05398 5.82962 0.3 -0.6 2.4
C -2.22573 0.30174 -0.59417 -2.2 0.7 -0.9
C -2.53564 7.60720 4.92461 -0.3 -1.7 0.9
C 4.49767 -3.63468 2.60504 0.4 0.1 1.2
C 0.80996 1.16561 -6.93440 0.5 -1.4 1.5
C -7.75460 -4.03278 -1.85983 0.3 0.9 2.0
C 2.69739 -5.07155 -4.19345 -0.4 0.7 -0.9
C -1.66551 -8.32288 -2.40456 0.9 -2.6 0.1
C 5.78898 1.42340 -2.01124 0.3 0.9 -0.1
C 4.38703 -0.03337 1.42851 0.8 0.5 -0.4
C 7.10798 2.11636 -2.40894 0.2 0.1 0.2
C -2.23909 4.28421 2.48104 1.4 -1.9 -2.0
C 1.47366 6.10725 -2.43004 -1.4 -0.8 -0.5
C 2.54461 3.34948 -6.49577 0.7 1.6 -1.0
C 5.29107 6.13510 -2.70243 -0.4 -2.2 0.2
C 6.87420 -2.66302 2.90855 -0.1 1.1 -1.3
C -1.35294 5.44382 4.50033 -0.2 0.6 -1.8
C 2.83101 6.15383 -3.04678 0.2 0.2 -1.4
C 4.77905 -3.68363 -3.62577 -0.4 -1.0 -0.2
C 3.46999 -4.81744 -1.81412 0.5 -1.0 -0.9
C 0.89986 2.18681 -7.98604 -0.3 1.3 -0.3
C -5.88251 -0.63905 -1.12802 0.5 -0.2 0.5
C 1.14329 -1.23064 -0.97798 -0.8 2.2 0.2
C -6.65135 -3.12799 -1.23160 -0.1 1.0 0.3
C 0.38040 -3.10408 7.26533 1.0 -1.8 -0.3
C -2.26755 0.34531 1.86173 1.3 0.5 -0.8
C -5.23150 -3.75209 -1.26926 -0.8 -1.2 0.2
C -5.15340 5.71313 -0.96377 -0.1 -0.9 -0.2
C 4.36253 1.70492 6.07380 1.5 -0.8 1.9
C 4.46132 -7.43626 -2.77405 0.2 0.1 0.6
C -4.67130 6.36524 5.76715 -1.5 -1.0 0.7
C -0.52642 -4.56001 4.55608 -0.2 -1.1 0.1
C -1.54122 -0.08943 -1.87400 -1.3 1.1 -1.2
C 2.89236 -6.15266 -1.29962 -2.1 1.2 0.5
C 5.73887 -1.78505 0.20139 -0.6 -0.1 -1.4
C -0.32406 1.33594 0.57833 1.0 -0.9 0.5
C 5.66509 -8.34595 -2.58919 1.0 -0.7 -0.3
C -6.53217 5.34956 -1.62148 1.1 1.7 0.2
C 3.41267 -8.22044 -3.54960 0.1 -0.1 -0.5
C 1.19496 1.54248 -5.48266 -1.5 0.8 -0.4
C -3.43103 -3.33769 -4.32343 0.3 0.6 -1.2
C 1.45706 0.27441 -4.68920 0.0 -0.7 0.3
C -7.39237 -1.64369 2.26338 0.1 -0.4 1.7
C 1.35870 4.91212 -1.48409 1.3 -0.4 -0.5
C 1.66782 1.16715 4.50638 0.3 -0.1 -1.9
C -5.51748 -0.08140 -6.20420 -0.1 0.1 -0.4
C 6.38843 -1.21087 2.49787 0.3 -1.5 0.7
C -3.02594 -4.59156 4.44357 -0.8 0.8 0.4
C -5.02113 -2.21452 1.53964 -0.4 -1.4 -1.9
C -3.22996 0.28342 -7.16477 -0.4 2.0 -0.2
C -5.39711 -2.58159 -5.72028 0.0 1.2 0.8
C 2.54953 3.69039 0.32031 0.8 0.5 0.7
H 4.90252 3.21389 -1.86942 0.0 0.8 0.6
H 2.50687 -5.98439 -0.23087 0.5 -0.4 -1.4
H -3.06902 3.91249 1.82097 0.3 0.5 1.0
H 1.17714 0.61019 3.68978 0.2 -0.2 0.3
H -3.45807 1.36298 -7.46167 0.9 -1.2 0.2
H 4.17636 -4.69575 0.74111 -0.7 0.3 -0.7
H 1.29659 4.71929 5.45641 -0.8 0.4 -0.8
H -4.80412 -0.88427 -0.96422 -0.8 0.1 -0.7
H -7.72240 -1.34744 -2.00958 1.4 -0.7 -0.2
H 0.40089 -3.85073 -1.05968 0.4 -0.5 -1.3
H -6.08621 0.22273 -5.31638 -0.2 -0.2 -0.3
H -0.86941 2.19595 0.90193 -0.1 0.8 0.3
H 7.16535 -0.69394 1.90036 -0.3 0.1 0.9
H 2.38964 3.71040 -8.66231 -0.4 -1.2 1.4
H 1.36084 6.99141 -1.82758 -0.5 0.7 0.1
H 1.82107 -0.58385 5.78893 0.8 1.1 -0.5
H -7.22985 -2.28036 3.14564 0.5 -0.5 -0.5
H -2.53412 2.71566 4.55884 0.5 -0.3 -0.2
H -2.32311 -7.00292 -0.22323 1.4 0.1 -0.2
H 3.04793 2.10767 -8.20538 -0.7 0.5 0.4
H -3.89039 -4.29794 -4.31273 -0.7 -0.8 -0.4
H 7.05327 2.45056 -3.45309 -0.1 -0.1 0.2
H -2.67529 1.33926 1.78429 -0.4 0.4 0.3
H -0.86745 1.56454 -4.63777 0.9 0.8 -0.1
H -3.12663 -0.35227 -0.43023 0.8 0.7 -0.2
H -7.97114 -4.42274 0.94930 -0.1 0.4 -0.1
H 5.08024 0.82747 1.37217 -0.3 -0.3 0.2
H 0.20823 3.00181 -7.78919 -0.7 -0.1 -0.2
H -2.99143 3.92682 5.72209 0.2 0.1 1.2
H 4.45974 6.40337 0.44617 0.4 -0.2 0.1
H -1.94751 -1.45326 -4.20396 -0.4 0.4 -0.2
H -5.55241 7.34753 3.54034 -0.6 1.1 0.3
H -4.65488 2.14407 -5.23326 0.9 -0.2 -0.8
H 1.43094 0.32486 -7.26091 0.1 -0.1 0.2
H 6.20916 -0.70366 -2.66239 -0.5 0.8 0.6
H 3.06965 8.04710 -0.87045 1.1 0.1 0.0
H -0.55903 -5.36158 -2.88143 0.3 -0.4 -0.2
H -0.74076 0.60577 -2.01137 1.0 0.2 -0.2
H -5.47169 5.59365 5.46354 1.1 1.3 0.0
H 2.44749 -0.08861 -4.91164 0.7 0.2 0.1
H -6.21778 -1.89929 -2.99563 -0.6 0.6 1.5
H 4.22057 4.68078 -7.07892 -0.5 0.0 0.1
H -5.84335 -2.40134 -4.71143 0.1 -0.3 -0.8
H 3.37313 -8.03642 -4.63966 0.1 -0.3 0.5
H -0.23691 2.41009 7.83490 -0.3 -0.4 0.0
H 2.78769 -3.99994 -1.79943 -0.8 0.6 0.2
H -5.90907 0.19051 0.93419 0.1 0.1 -0.3
H 7.74205 -2.61076 3.53882 0.2 0.3 0.9
H -0.71593 3.59705 6.60193 0.4 -0.2 0.2
H 1.59486 -1.84512 -1.73348 0.3 -0.4 -0.3
H 0.27160 2.78510 -3.92855 0.1 0.2 0.7
H 3.01171 2.93087 -0.31197 -0.1 0.1 -0.2
H -3.92420 -4.07054 4.88754 0.6 -0.6 -0.6
H 6.24628 -2.76818 0.24883 -0.5 0.6 -0.3
H -0.57664 7.12959 5.61340 0.3 -0.1 -0.2
H 4.94075 7.93673 -0.89127 0.4 0.0 0.9
H -0.10756 1.25856 5.78274 0.6 0.1 -0.4
H -7.44345 -4.39813 -2.79582 0.2 -0.5 -1.3
H -1.02997 -1.73042 9.10452 0.2 0.6 0.4
H 4.23558 -0.85742 6.98934 -0.6 0.5 0.3
H 6.09594 6.01844 -1.97532 -0.2 0.1 0.1
H 5.13016 -3.63326 -4.66598 -0.1 -0.3 0.3
H -5.02629 -3.25518 1.94880 0.2 1.0 -0.2
H 1.54246 3.93778 -2.03083 -0.2 1.0 0.4
H 3.07889 5.21853 -3.55918 -0.3 -0.1 0.2
H 4.08998 8.52137 -2.22882 -0.1 0.3 -0.3
H -0.62803 -1.88201 -2.67585 0.1 0.1 0.3
H 0.70071 -3.28600 0.55816 -0.2 -0.3 -0.5
H -3.02954 -5.62598 4.79651 0.2 0.1 -0.1
H 1.82797 -5.46660 -3.67036 0.1 -0.2 -0.1
H 5.85390 -4.49556 1.15224 0.2 0.1 -0.1
H 3.51744 2.37360 -3.84851 0.6 -0.6 -0.2
H 2.67216 2.15179 9.00960 -0.1 -0.1 0.1
H 0.94954 -3.23754 6.35400 0.0 0.4 -0.3
H 1.02738 -0.19487 -1.36688 0.4 -0.6 0.1
H 2.34296 1.85208 3.93533 -0.4 -0.1 0.6
H -0.51662 -4.87761 3.48027 -0.1 0.3 0.9
H -3.30154 -2.48971 -7.74465 -0.4 0.5 -0.5
H 3.19347 3.81785 1.21573 -0.4 -0.3 -0.3
H -4.15204 5.81886 6.58929 0.3 0.7 -0.8
H 6.11774 -0.74552 3.47189 0.2 0.3 -0.8
H 7.34175 -3.15609 2.03210 -0.8 -0.1 0.2
H 4.86836 -5.70870 1.93699 0.0 1.0 0.1
H 6.13061 -8.60696 -3.53437 0.0 0.1 -0.4
H 1.72856 -1.16709 -0.09701 1.0 0.0 0.5
H 5.32113 -9.33070 -2.19194 0.3 0.9 0.1
H -2.93278 -2.02232 4.57631 0.3 0.2 -0.2
H 0.45054 -4.08568 7.72524 -0.1 -0.2 0.4
H -8.69049 -3.46814 -1.91652 0.2 0.0 -0.2
H -5.07419 -4.40206 -2.16817 -0.2 0.4 0.8
H -7.29986 5.04923 -0.91612 0.2 -0.4 0.2
H -2.03351 -2.12517 -1.65449 0.1 0.2 0.0
H 0.42140 -4.09325 4.79681 0.0 0.4 -0.4
H -1.96107 -2.54230 3.20454 0.0 0.1 -1.1
H -1.56864 3.37007 2.59532 -0.6 1.1 0.0
H -7.47990 -0.04528 0.17414 0.2 -0.7 0.5
H 5.00688 -6.76061 -5.07918 -1.0 -0.8 -1.1
H 3.73965 0.06905 2.27712 0.0 0.2 0.9
H 2.46299 -8.05027 -3.10952 -1.2 0.7 -0.1
H -1.66737 6.25779 6.49299 -1.1 -0.6 1.8
H 4.35022 -4.48640 -1.26341 0.0 -0.3 0.3
H 0.41483 4.85203 -0.96814 -0.6 0.0 0.0
H -0.49192 -5.48963 5.20888 -0.4 1.0 -0.9
H 5.34345 0.16998 -3.84749 -0.2 0.7 0.5
H 4.75791 -6.75235 -0.78602 0.3 -0.6 0.0
H 5.59220 6.88892 -3.38539 0.0 0.7 -0.8
H -4.35193 1.13705 -3.95822 0.6 -0.6 -0.4
H 5.77973 1.19867 -0.90031 -0.1 0.4 -1.1
H -0.74249 4.57944 4.67779 0.4 -0.2 1.1
H 4.22062 -2.77007 -3.43388 -0.2 0.0 0.2
H 4.16000 2.22647 5.20070 -0.1 1.1 -1.6
H 3.68144 0.09106 0.59558 0.5 -0.6 -0.3
H 0.27880 4.02297 8.00299 0.6 0.2 -0.4
H 6.48947 -1.05531 -0.17036 -0.4 -0.3 0.4
H 2.76729 6.20663 1.49470 -0.1 0.4 -0.4
H -5.12194 -4.33392 -0.32917 0.1 0.0 -0.8
H -4.12208 3.39793 4.59879 -1.2 -0.2 -0.6
H 3.30603 -0.21552 4.77338 -1.0 0.3 0.6
H -3.05175 -0.37573 1.92321 -0.5 -0.5 -0.3
H -5.57669 -3.63174 -5.98874 -0.3 0.4 -0.3
H -2.51673 -8.77429 -1.84825 0.5 0.6 -0.2
H -3.11131 -4.58066 3.33824 0.1 0.0 0.6
H 2.39223 -4.35869 2.84188 -0.5 0.0 -0.5
H -3.89762 5.78713 -2.79034 0.0 -0.5 -0.3
H -0.83692 5.85329 3.63673 0.4 0.7 -0.1
H -1.70356 0.26175 2.77891 0.3 0.2 0.2
H 0.03838 1.54897 -0.42965 0.2 -0.1 0.2
H -4.79586 -1.48776 2.24737 0.5 1.0 1.8
H 1.37547 0.46245 -3.62680 0.1 0.0 0.3
H -1.81643 -0.65074 6.46988 -0.1 -0.4 0.1
H 6.13282 -4.33890 4.01987 -0.6 0.1 -0.5
H -0.48296 3.12605 -5.47021 0.2 -0.5 0.0
H -2.35773 -3.58406 -4.25024 -0.2 0.6 -0.1
H 4.71993 2.35843 6.88252 0.0 0.0 -0.4
H -2.57388 1.37049 -0.70730 0.1 -1.0 0.4
H 7.96383 1.46613 -2.32287 0.3 -0.5 0.0
H -5.67769 0.63451 -7.03687 -0.4 -0.2 0.6
H -3.79281 -2.82273 -3.46958 0.0 0.4 1.1
H -0.18360 0.78619 -6.80007 -0.7 -0.4 -0.3
H -0.94230 -3.64019 0.06009 -0.3 -0.4 0.0
H 0.07015 2.57134 4.65298 -0.3 0.4 -0.5
H 2.36307 -4.08819 -4.62418 0.5 -0.6 0.6
H -2.59238 -2.12650 8.29133 -1.7 1.1 0.3
H -1.50937 -5.46742 -0.57275 0.4 -1.3 0.0
H 2.86484 -5.67189 -5.09180 0.1 -0.2 0.2
H -5.93459 7.12055 0.09913 0.6 -0.5 0.5
H 0.67309 4.45489 -6.17719 -0.6 0.1 -0.2
H -4.71377 8.78899 4.43349 -1.0 0.4 0.1
H -0.86501 -0.51470 4.37674 0.3 0.0 -0.4
H 5.16933 5.15212 -3.21943 0.5 0.7 0.0
H -2.13813 8.06885 4.01750 0.1 -0.2 0.0
H 5.12329 0.93113 5.91505 0.2 0.4 -0.3
H 4.90459 -1.75919 -0.56987 1.0 -0.5 0.9
H -2.73502 8.40922 5.62410 -0.1 0.2 0.3
H -4.93843 5.72706 2.23424 -0.1 0.6 -1.6
H -8.47011 -1.81425 2.11227 0.4 0.6 -0.7
H 2.74791 -0.65374 7.95691 0.4 0.3 0.1
H 0.55310 1.16916 1.27386 -1.0 0.1 -0.8
H -4.16858 8.19294 2.86832 0.0 -0.3 0.7
H -4.46111 -3.00420 -1.25888 0.3 0.5 -0.1
H -6.93099 6.28876 -2.12173 0.5 -1.2 0.2
H -5.22467 7.19773 6.21856 0.1 -0.2 0.2
H -0.18863 -1.95381 2.24648 0.3 0.6 -0.1
H 4.46724 -0.26678 -2.32933 1.0 0.3 -0.5
H 2.49905 4.67914 6.65282 -0.3 -1.1 -0.6
H 2.79085 3.84418 5.11260 0.5 -0.1 -0.7
H -2.17219 0.11026 -2.78537 0.2 -0.4 1.0
H 3.61884 -4.89202 4.02312 -1.1 1.0 0.0
H -6.93262 -1.48689 -6.98828 -0.2 -0.3 0.4
H 0.68027 6.10315 -3.23901 0.8 0.0 1.0
H -6.25596 4.57206 -2.32868 -0.7 0.0 -0.3
H -1.67685 5.01028 1.87292 -0.2 -0.1 0.2
H -2.85848 -4.98527 7.01722 0.7 -0.5 0.4
H -5.34944 -1.63558 -7.62832 0.0 0.0 -0.3
H 2.34544 -2.25940 1.67149 -1.1 0.5 0.6
H 1.56430 3.37120 0.60976 -0.4 -0.3 0.3
H 0.19727 -1.91235 4.66159 0.1 -0.2 -0.7
H 4.30279 0.21556 8.33246 -0.2 0.4 0.3
H 3.00162 -3.10418 4.03375 -0.2 -0.7 0.0
H 4.30579 3.95735 -5.49021 0.5 0.0 0.4
H -3.51097 -0.30867 -8.01595 -0.6 -0.5 -0.2
H -1.77889 -8.66899 -3.44186 0.1 0.4 0.1
H 2.84315 6.91105 -3.84674 0.2 0.0 0.3
H -0.73795 -8.84239 -2.00281 -0.9 0.6 -0.4
H -7.94487 -4.86463 -1.17274 0.2 -0.1 -0.3
H 1.99965 -6.48263 -1.92044 0.8 0.7 0.8
H 2.04374 4.89738 -5.21568 0.0 0.7 0.8
H 4.64382 2.99058 -7.02467 -0.6 0.6 1.0
H 3.54130 -9.26848 -3.31176 0.3 -0.4 -0.5
H -3.27538 -3.97594 -6.84178 -0.4 -1.0 -0.3
H -2.53569 -6.43956 -2.52977 0.7 0.2 -0.1
H -5.94799 0.32631 -1.67652 0.2 -0.5 0.4
H -2.17300 0.07515 -7.01918 0.0 0.5 0.1
H 7.36152 3.00605 -1.78137 -0.6 -0.6 -0.3
H -4.20202 -2.09247 0.77348 -1.0 -0.4 0.5
H -7.18644 -0.66765 2.72199 -0.4 0.2 -0.5
H 0.92007 -2.41667 7.87741 0.3 0.6 0.5
H 3.60075 -8.10320 -0.88377 0.1 -0.6 0.0
H -4.62300 4.81863 -0.63366 -0.2 -0.3 -0.3
H -1.71787 -3.40420 9.03765 0.4 0.9 -0.2
H 6.49711 -7.92558 -1.99138 -0.7 -0.1 0.0
H 0.87562 -0.63691 -4.89408 -0.7 0.7 -0.3
H -3.36082 6.89555 -1.50431 -1.0 -0.5 -0.5
H 0.64799 1.69561 -8.93221 0.2 0.5 -0.1
H -2.05313 -2.87985 -6.60120 0.8 0.4 0.1
H 1.09375 5.77421 1.36772 0.7 0.4 -1.2
H -2.89648 1.62003 -4.90368 -0.5 0.4 0.1
H 1.78642 7.04220 0.19488 -0.3 0.6 0.5
H -0.09615 -0.71693 6.62712 0.1 -0.1 0.3
H 5.61967 -3.74325 -2.95194 0.5 0.3 0.1
H 5.26151 -2.82696 4.39716 0.9 -0.4 -0.7
H -4.91244 7.24260 -2.48412 1.2 -0.9 0.6
H -0.42449 -6.91904 -0.40046 0.0 -0.3 0.5
H 2.00887 5.44577 -6.94454 -0.5 -1.1 1.1
```
Positions in Å, forces in eV/Å.

Properties
- M (g/mol) = 1752.86
- charge = 0
- LUMO (eV) = 0.4
- orbital gap (eV) = 8.44
- maximum force (eV Å⁻¹) = 3.40
- HOMO energy (eV) = -8.07

Here are the Mulliken charges for atoms 1 to 2, given in e: -0.610 -0.496

2.
C3H8NO2P | ωB97M-V with the def2-TZVPD basis set

```
15
Properties=species:S:1:pos:R:3:forces:R:3
P -1.11738 0.06701 0.07121 -0.2 -0.7 0.7
O 0.29749 1.89915 -0.02149 -0.1 0.6 -0.1
O 3.05048 -0.17048 -0.50804 0.0 0.3 -0.3
N 1.78139 0.24221 -0.08706 0.1 -0.9 0.2
C -2.43239 0.82335 -0.75332 1.6 -0.1 -0.2
C 0.77050 -0.73760 0.09770 -1.4 0.0 -0.6
C 1.44256 1.51476 -0.20100 0.9 0.8 -0.1
H 3.33996 -0.87953 0.08673 -0.3 0.3 0.2
H -2.78224 0.22496 -1.58994 -0.2 -0.1 0.0
H 0.84670 -1.22415 1.07519 -0.1 0.1 0.0
H 0.82268 -1.49129 -0.69415 0.0 0.1 0.1
H -1.07273 0.50023 1.38020 0.1 0.1 0.3
H 2.28098 2.17978 -0.44478 -0.1 0.0 0.0
H -1.63586 -1.21174 0.28341 -0.1 -0.4 -0.1
H -2.23561 1.85617 -1.03430 -0.1 0.0 0.0
```
Positions in Å, forces in eV/Å.

Properties
- M (g/mol) = 121.08
- charge = 0
- LUMO (eV) = 0.4
- orbital gap (eV) = 7.90
- maximum force (eV Å⁻¹) = 1.58
- HOMO energy (eV) = -7.53

Here are the natural (NBO) charges for atoms 1 to 2, given in e: 0.977 -0.626